(1)
{"formula": "C6H7N", "method": "ωB97M-V/def2-TZVPD", "symbols": ["N", "C", "C", "C", "C", "C", "C", "H", "H", "H", "H", "H", "H", "H"], "positions_angstrom": [[0.15823, 0.09170, -1.63570], [0.15081, -1.10225, 0.48548], [1.28363, 1.34764, 0.39244], [-1.02546, -0.11222, -1.27106], [1.14644, 2.33719, 1.03646], [1.04039, -0.22856, -0.48968], [-1.29979, -0.65231, 0.05573], [1.00540, 3.36050, 1.38087], [0.42238, -1.27381, 1.59238], [-1.92576, -1.49561, 0.11079], [-1.60477, 0.09845, 0.67778], [-1.84606, 0.24028, -1.84641], [2.13435, -0.53072, -0.61742], [0.36021, -2.08028, 0.12834]], "forces_ev_per_angstrom": [[1.9070, 0.1280, 0.3168], [0.7662, 0.3966, 0.1831], [-0.7735, -4.8271, -2.7913], [-0.5082, 0.1993, -0.1330], [-0.2823, 2.4887, 0.6407], [0.8678, 3.0584, 3.4856], [3.4652, -2.0059, 0.4535], [0.2463, -0.9557, 0.0445], [-0.4756, 1.3534, -1.6082], [-1.2268, -0.7940, -0.1763], [-1.1791, 2.0275, 1.7501], [-0.5336, 0.0473, -0.9898], [-1.9480, 0.1367, -0.4722], [-0.3254, -1.2532, -0.7035]], "gap_ev": 11.0, "smiles": "C#C[C@H]1CCC=N1", "de_lowest_kj_mol": 420.5, "total_energy_ha": -287.4271, "charge": 0, "largest_force_ev_per_a": 5.629}



(2)
{"formula": "C6H7N", "method": "ωB97M-V/def2-TZVPD", "symbols": ["N", "C", "C", "C", "C", "C", "C", "H", "H", "H", "H", "H", "H", "H"], "positions_angstrom": [[0.52528, -0.75120, -3.09657], [0.60323, 0.22509, 1.44790], [0.80879, -0.85548, 0.41918], [0.14697, -0.68175, -2.00477], [-0.88944, 0.83125, -0.28026], [-0.30163, 1.12399, 1.07505], [-0.31936, -0.57830, -0.61834], [1.80516, -0.78786, -0.03448], [-0.58600, 1.99835, 1.65253], [-0.58168, 1.58329, -1.01695], [-1.11207, -1.32289, -0.48836], [1.16669, 0.25511, 2.37546], [-1.98469, 0.82247, -0.27176], [0.71877, -1.86207, 0.84136]], "forces_ev_per_angstrom": [[-0.3710, 0.0705, 1.0779], [-0.1277, 0.1191, -0.0123], [0.0627, -0.0492, -0.0086], [0.3059, -0.0730, -0.9107], [-0.0408, 0.0500, -0.0404], [0.1101, -0.1083, 0.0895], [-0.0340, -0.0326, -0.0057], [-0.1475, 0.0005, 0.0407], [0.0436, -0.1215, -0.0730], [-0.0273, -0.1226, 0.0863], [0.1198, 0.1115, -0.0276], [-0.0785, 0.0072, -0.1246], [0.1572, 0.0129, -0.0200], [0.0276, 0.1356, -0.0716]], "gap_ev": 10.6, "smiles": "N#CC1CC=CC1", "de_lowest_kj_mol": 81.3, "total_energy_ha": -287.5563, "charge": 0, "largest_force_ev_per_a": 1.142}



(3)
{"formula": "C6H7N", "method": "ωB97M-V/def2-TZVPD", "symbols": ["N", "C", "C", "C", "C", "C", "C", "H", "H", "H", "H", "H", "H", "H"], "positions_angstrom": [[-0.44665, 0.38459, 1.64430], [-0.19469, -1.00788, -0.25585], [1.17753, -0.32330, -0.53793], [-1.03572, 0.16556, -0.58721], [0.66753, 1.04460, -0.33493], [-0.58799, 1.13575, 0.41732], [-0.46573, -0.85146, 1.21751], [2.02439, -0.62806, 0.07174], [1.23656, 1.91133, -0.50792], [-0.38419, -1.98071, -0.70447], [-1.87096, 0.22187, -1.26556], [-1.05491, 2.11109, 0.51567], [-0.48986, -1.68504, 1.91035], [1.42468, -0.49835, -1.58303]], "forces_ev_per_angstrom": [[-1.2073, -2.4896, 0.3590], [-0.4234, -0.1781, 0.5741], [-0.3033, -0.8894, 0.2132], [0.7226, 1.9050, -2.3087], [-1.4462, 0.1927, -0.9588], [0.3508, -0.4689, 0.7178], [1.2309, 0.7140, 2.0085], [0.2388, -0.0568, 0.2346], [0.5305, 1.0349, -0.7485], [-0.0416, 0.1863, 0.0302], [0.0408, 0.2416, -0.1802], [0.1043, -0.1220, -0.0891], [0.2296, 0.0241, 0.1571], [-0.0268, -0.0937, -0.0091]], "gap_ev": 9.0, "de_lowest_kj_mol": 403.3, "total_energy_ha": -287.4336, "charge": 0, "largest_force_ev_per_a": 3.079}



(4)
{"formula": "C6H7N", "method": "ωB97M-V/def2-TZVPD", "symbols": ["N", "C", "C", "C", "C", "C", "C", "H", "H", "H", "H", "H", "H", "H"], "positions_angstrom": [[0.53070, -0.83382, 0.89911], [-1.76925, 0.52458, 0.94035], [-1.23324, 1.07198, -0.35905], [-0.58089, -0.07707, -0.67663], [0.91561, -0.47093, -0.26531], [-0.93104, -0.74416, 0.64011], [2.23708, -0.34435, -0.88804], [2.90406, -1.10656, -0.48892], [2.66451, 0.63335, -0.66054], [-1.40400, -1.71250, 0.75854], [-2.83932, 0.33467, 1.02733], [-1.43022, 1.10532, 1.79749], [-1.23547, 2.07037, -0.75498], [2.17147, -0.45087, -1.96945]], "forces_ev_per_angstrom": [[0.8887, -0.2335, 0.4198], [-0.0187, -0.0015, 0.2337], [-0.2623, -0.4297, -0.6067], [1.2477, -0.1096, 0.7544], [-2.4785, 0.4015, -0.3896], [-0.0901, 0.0133, -0.4210], [0.4176, 0.0035, -0.0173], [0.0472, 0.0078, 0.0341], [0.0042, 0.0396, -0.0435], [-0.0177, -0.0596, -0.1401], [-0.0147, 0.0186, 0.0785], [0.0255, 0.0657, 0.0918], [0.2816, 0.2798, -0.0426], [-0.0306, 0.0040, 0.0485]], "gap_ev": 9.4, "smiles": "CC1=N[C@H]2CC=C12", "de_lowest_kj_mol": 432.7, "total_energy_ha": -287.4224, "charge": 0, "largest_force_ev_per_a": 2.541}



(5)
{"formula": "C6H7N", "method": "ωB97M-V/def2-TZVPD", "symbols": ["N", "C", "C", "C", "C", "C", "C", "H", "H", "H", "H", "H", "H", "H"], "positions_angstrom": [[1.44786, 2.19750, -1.87127], [0.93842, -0.05279, 1.15791], [-2.07235, -1.03643, 0.77838], [0.15181, -0.00708, -1.30199], [-0.21110, -0.06189, 0.17801], [0.87021, 1.21946, -1.65157], [-0.97971, -1.39862, 0.36563], [-0.85288, 0.80417, 0.40074], [-2.90331, -0.48788, 1.14516], [1.52153, -0.96106, 0.99795], [-0.76813, -0.08970, -1.89482], [0.55563, -0.06803, 2.18624], [1.55372, 0.84143, 1.02324], [0.74830, -0.89908, -1.51361]], "forces_ev_per_angstrom": [[-0.5979, -0.9439, 0.1928], [0.2555, 0.0033, -0.0041], [-0.3074, -0.4333, 0.1399], [0.0788, -0.2121, -0.0788], [0.3419, 0.2122, -0.0678], [0.6147, 0.8182, -0.2007], [-0.7667, 0.7824, 0.2830], [0.2437, -0.1052, -0.1643], [-0.6361, -0.4793, 0.1852], [0.2281, 0.1289, 0.1141], [0.2686, 0.1253, 0.0665], [0.1028, 0.0054, -0.2867], [0.0417, -0.1207, 0.0311], [0.1324, 0.2185, -0.2101]], "gap_ev": 10.3, "smiles": "C#C[C@@H](C)CC#N", "de_lowest_kj_mol": 409.9, "total_energy_ha": -287.4311, "charge": 0, "largest_force_ev_per_a": 1.134}



(6)
{"formula": "C6H7N", "method": "ωB97M-V/def2-TZVPD", "symbols": ["N", "C", "C", "C", "C", "C", "C", "H", "H", "H", "H", "H", "H", "H"], "positions_angstrom": [[-0.60881, -0.70686, 3.13123], [-0.86570, -0.76782, -0.39790], [0.00576, -0.33969, -1.55282], [-0.55910, -0.27433, 2.05908], [0.92989, 0.77373, 0.30985], [0.97250, 0.49128, -1.17205], [-0.48230, 0.26131, 0.69757], [-1.18226, 1.10164, 0.63403], [-0.63016, -1.79343, -0.08450], [1.71751, 0.21932, 0.83705], [1.05997, 1.83104, 0.56231], [-1.93663, -0.73634, -0.62194], [1.73963, 0.90200, -1.82163], [-0.14108, -0.71158, -2.56232]], "forces_ev_per_angstrom": [[0.0464, 0.4112, -1.0236], [-0.0316, -0.0324, 0.0209], [0.1217, 0.1145, 0.0121], [-0.0337, -0.3601, 0.8883], [0.0310, 0.0101, 0.0444], [-0.1125, -0.0850, -0.0722], [-0.0245, 0.0260, 0.0098], [0.0912, -0.0934, 0.0245], [-0.0212, 0.1427, -0.0415], [-0.1212, 0.0556, -0.0659], [-0.0277, -0.1529, -0.0516], [0.1520, -0.0131, 0.0312], [-0.1176, -0.0777, 0.0807], [0.0477, 0.0544, 0.1428]], "gap_ev": 10.7, "smiles": "N#CC1CC=CC1", "de_lowest_kj_mol": 79.8, "total_energy_ha": -287.5568, "charge": 0, "largest_force_ev_per_a": 1.104}



(7)
{"formula": "C6H7N", "method": "ωB97M-V/def2-TZVPD", "symbols": ["N", "C", "C", "C", "C", "C", "C", "H", "H", "H", "H", "H", "H", "H"], "positions_angstrom": [[1.35711, -0.78943, -0.97992], [0.39236, -0.45288, -0.02373], [-1.15760, -0.37386, -0.12882], [2.15824, 0.18456, -0.21323], [-1.97860, 0.51744, -0.65748], [1.09500, 0.48224, 0.74346], [-0.67272, -1.59332, 0.46240], [2.45726, 1.06711, -0.95491], [3.09102, -0.02813, 0.19483], [-1.50307, 1.28681, -1.15383], [-0.49262, -2.53443, 0.00329], [-3.03810, 0.46043, -0.57187], [-0.63624, -1.43110, 1.51179], [0.77754, 1.21874, 1.45069]], "forces_ev_per_angstrom": [[0.1454, 0.1639, 0.7949], [-2.9626, -1.5155, -0.7206], [0.4978, -0.8292, -1.5889], [0.8538, 3.3905, -2.9690], [0.4420, -2.0398, 1.3573], [0.0670, 0.2112, 0.9062], [0.2688, 2.7593, 0.5782], [-0.7928, -1.3688, 1.2796], [1.7909, -1.2595, 0.6067], [0.5140, 1.8607, -0.8873], [-0.2990, -0.4809, -0.3946], [-0.6149, -0.1205, -0.1286], [-0.1415, -1.0535, 1.0188], [0.2310, 0.2821, 0.1471]], "gap_ev": [7.3, 8.2], "de_lowest_kj_mol": 708.4, "total_energy_ha": -287.3174, "charge": 0, "largest_force_ev_per_a": 4.587}



(8)
{"formula": "C6H7N", "method": "ωB97M-V/def2-TZVPD", "symbols": ["N", "C", "C", "C", "C", "C", "C", "H", "H", "H", "H", "H", "H", "H"], "positions_angstrom": [[1.35310, 0.22591, -0.86301], [-0.15690, -1.76228, -0.85837], [0.98663, 1.59996, 1.17825], [0.24004, -0.35827, -0.63756], [0.90549, 1.53588, -0.32508], [-0.17970, 1.00574, 1.41759], [-0.57256, 0.76807, -0.01970], [0.70363, -2.35746, -1.15080], [1.80259, 1.93144, 1.79315], [-1.53626, 1.05098, -0.41359], [-0.59241, -2.16365, 0.05652], [-0.91325, -1.81553, -1.64149], [-0.69439, 0.70362, 2.31223], [1.03007, 2.40028, -0.95728]], "forces_ev_per_angstrom": [[0.5030, -0.6668, -0.3431], [0.2140, -0.1006, -0.1289], [-0.0328, 0.1417, 0.0796], [-0.1096, 0.6178, -0.0930], [-2.5203, -1.3234, 0.4753], [-0.0185, 0.2301, 0.1277], [2.0934, 1.0848, -0.4891], [0.0208, -0.0943, -0.0330], [0.1195, 0.0378, 0.2818], [-0.1869, 0.0855, -0.0678], [-0.0326, -0.0642, 0.0409], [-0.0653, -0.0414, -0.0109], [0.0081, -0.0326, 0.2834], [0.0071, 0.1255, -0.1229]], "gap_ev": 10.2, "de_lowest_kj_mol": 313.6, "total_energy_ha": -287.4678, "charge": 0, "largest_force_ev_per_a": 2.886}